13
Properties=species:S:1:pos:R:3:mulliken_charge:R:1 method="wB97M-V/def2-TZVPD" lumo_energy_ev=0.96 e_homo_ev=-8.829 gap_ev=9.8 smiles=C1SC[C@H]2N[C@H]12
C 0.29413 1.35424 0.68686 -0.650
C -0.20815 -0.37518 -1.44324 -0.618
C -0.69524 -0.65244 -0.03103 -0.183
C 0.43508 -0.14055 0.78110 0.014
H 1.16065 1.93162 1.04051 0.354
H -0.61034 1.76006 1.16727 0.325
H -0.98633 -0.45597 -2.21737 0.343
H 0.68721 -0.94020 -1.74007 0.296
H -1.61612 -0.12680 0.13893 0.291
H 0.27370 -2.08882 1.21043 0.279
H 1.39772 -0.43103 0.36479 0.254
N -0.34391 -1.29344 1.24045 -0.566
S 0.21161 1.45850 -1.19864 -0.142


13
Properties=species:S:1:pos:R:3:mulliken_charge:R:1 method="wB97M-V/def2-TZVPD" lumo_energy_ev=0.82 e_homo_ev=-8.512 gap_ev=9.3 smiles="C[C@H]1CC=NS1"
C -0.86862 1.37646 -0.38959 -1.293
C -0.67703 0.02115 0.24591 -0.036
C 0.29039 -0.93209 -0.52935 -0.602
C 1.56427 -0.86525 0.28480 -0.105
H -1.74535 1.81241 0.09915 0.369
H -0.07819 2.06774 -0.45780 0.356
H -1.18222 1.24057 -1.44772 0.317
H -1.66845 -0.32025 0.44260 0.405
H 0.38959 -0.92678 -1.59134 0.390
H -0.14019 -1.87436 -0.22996 0.258
H 2.49257 -1.35439 0.04676 0.397
N 1.60176 -0.50847 1.53269 -0.411
S 0.02148 0.26327 1.99385 -0.044


13
Properties=species:S:1:pos:R:3:mulliken_charge:R:1 method="wB97M-V/def2-TZVPD" lumo_energy_ev="-0.43 / -0.43" e_homo_ev="-6.697 / -6.701" gap_ev="6.3 / 6.3"
C -1.76924 0.54962 -0.05737 0.519
C 0.96856 -0.43751 -0.20851 -0.099
C -1.34156 1.83510 -0.08022 -0.574
C 1.75428 -1.69709 0.01272 -0.945
N -2.27971 -0.54601 0.01380 -0.435
S 1.78641 1.02367 -0.23218 -0.340
H -1.92419 2.65160 -0.57654 0.360
H -1.41343 2.16005 0.98580 0.253
H -0.11869 1.84069 -0.37608 0.021
H 2.74353 -1.49213 0.56676 0.266
H 1.32507 -2.42109 0.58579 0.305
H 1.94474 -2.18125 -0.95012 0.274
H -1.67577 -1.28565 0.31614 0.395


14
Properties=species:S:1:pos:R:3:mulliken_charge:R:1 method="wB97M-V/def2-TZVPD" lumo_energy_ev=0.77 e_homo_ev=-7.779 gap_ev=8.6 smiles="NCC1SC=CS1"
C 1.46278 -0.15999 -0.48539 -0.435
C 0.10035 -0.11546 -1.12354 -0.364
C -1.94568 -0.60137 0.50579 -0.179
C -1.88222 0.73592 0.47015 -0.392
H 1.05093 0.87679 1.25624 0.202
H 2.33280 -0.22425 1.38346 0.235
H 1.92890 -1.12517 -0.75946 0.362
H 2.05783 0.67087 -0.97627 0.236
H 0.24712 -0.15492 -2.21338 0.401
H -2.54499 -1.15010 1.22355 0.345
H -2.42239 1.37741 1.12513 0.371
N 1.39832 -0.06973 0.97598 -0.505
S -0.98252 -1.50830 -0.63539 -0.139
S -0.80123 1.44831 -0.74689 -0.139


14
Properties=species:S:1:pos:R:3:mulliken_charge:R:1 method="wB97M-V/def2-TZVPD" lumo_energy_ev=0.32 e_homo_ev=-9.054 gap_ev=9.4
C 0.64648 -0.80715 -0.77865 -0.490
C -1.19995 -0.30713 0.55910 -0.434
C 1.49992 0.31521 -0.52982 0.600
C 1.09387 1.59747 -0.64416 -0.879
N -0.52577 -1.10938 -0.35083 -0.420
S -2.90638 0.22394 0.06446 -0.245
S 2.82501 -0.13491 0.40452 -0.241
H 1.13960 -1.60747 -1.28892 0.568
H -1.28640 -0.94599 1.54064 0.313
H -0.66732 0.57555 0.77573 0.327
H -2.80773 1.58112 0.23391 0.122
H 1.81721 2.45719 -0.45905 0.245
H 0.24094 1.77036 -1.22638 0.363
H 2.57289 -1.43614 0.22848 0.170


15
Properties=species:S:1:pos:R:3:mulliken_charge:R:1 method="wB97M-V/def2-TZVPD" lumo_energy_ev=0.58 e_homo_ev=-8.699 gap_ev=9.3
C -0.93562 0.89472 -0.87000 -0.725
C 1.32683 0.91970 0.79141 -0.738
C -0.16128 -1.99620 0.00572 -0.032
C -1.09845 -1.25157 0.86651 -0.422
H -1.60988 1.54610 -1.48892 0.306
H -0.48649 0.34293 -1.57752 0.515
H 1.04576 0.53371 1.75117 0.398
H 2.18610 1.47080 1.00565 0.375
H -0.56007 -2.92859 -0.38487 0.361
H -0.60880 -0.63731 1.58870 0.153
H -1.66856 -2.02413 1.45459 0.316
N 1.01569 -1.79319 -0.42309 -0.435
S 0.11702 1.97171 0.08880 -0.031
S 2.05512 -0.42672 -0.27727 0.035
S -2.18443 -0.11693 -0.07083 -0.077


13
Properties=species:S:1:pos:R:3:mulliken_charge:R:1 method="wB97M-V/def2-TZVPD" lumo_energy_ev="-0.23 / -0.32" e_homo_ev="-8.186 / -8.241" gap_ev="8.0 / 7.9"
C -0.81292 1.28218 0.80288 -0.243
C -0.16343 1.28654 -0.47880 -0.346
C -1.05964 0.08360 0.29804 -0.358
C 0.10028 -0.10028 -0.70093 -0.006
N -3.46382 -0.97361 -0.28137 -0.281
Si 1.62957 -0.94430 0.30230 0.420
H -1.47876 1.76278 1.45053 0.352
H -0.38916 1.94395 -1.42988 0.194
H -0.08354 -0.50967 -1.70312 0.391
H -3.09480 -1.81158 -0.68824 0.195
H 1.76193 0.35551 0.98249 -0.101
H 2.76138 -1.53202 -0.44076 -0.122
H 1.44086 -1.95476 1.36950 -0.096


13
Properties=species:S:1:pos:R:3:mulliken_charge:R:1 method="wB97M-V/def2-TZVPD" lumo_energy_ev="-4.91 / -4.90" multiplicity=2 e_homo_ev="-11.389 / -12.875" gap_ev="6.5 / 8.0" total_charge=+1
O 2.89618 0.29237 0.10640 -0.504
C 1.65591 -0.37474 0.22931 -0.106
C 0.55132 0.62995 0.24804 -0.932
H 3.59766 -0.35745 0.01664 0.311
H 1.62072 -0.98782 1.14855 0.258
H 1.51661 -1.07550 -0.61913 0.268
H 0.59767 1.42603 -0.50022 0.376
H 0.19441 0.94130 1.23418 0.353
C -1.64418 -0.42702 -0.34731 -0.549
C -2.62330 0.18503 -0.93037 -0.257
H -1.72710 -0.98810 0.59583 0.465
H -2.19447 -1.34066 -1.06128 0.332
Na -4.44142 2.07658 -0.12064 0.984


13
Properties=species:S:1:pos:R:3:mulliken_charge:R:1 method="wB97M-V/def2-TZVPD" lumo_energy_ev=4.30 e_homo_ev=-3.789 gap_ev=8.1 total_charge=-1 smiles="CCCC(=O)[O-]"
O 0.86430 0.44530 -2.06315 -0.720
C 1.21100 -0.29965 -1.11237 0.387
O 2.35894 -0.52151 -0.67809 -0.737
C 0.05181 -1.05450 -0.42865 -0.415
C -0.60783 -0.24950 0.71331 -0.391
C -0.44345 1.26392 0.63557 -1.142
H -0.67873 -1.32228 -1.18843 0.263
H 0.41740 -2.01046 -0.02567 0.261
H -1.68961 -0.46137 0.71176 0.224
H -0.33788 -0.69088 1.66573 0.308
H -0.94483 1.62152 -0.25559 0.284
H 0.62172 1.50391 0.50399 0.293
H -0.82285 1.77549 1.52160 0.385


13
Properties=species:S:1:pos:R:3:mulliken_charge:R:1 method="wB97M-V/def2-TZVPD" lumo_energy_ev=-4.84 e_homo_ev=-14.118 gap_ev=9.3 total_charge=+1
C 0.49440 -1.47776 1.78873 -0.731
C -1.49983 -0.71930 -2.19069 -0.050
C 0.38530 -0.27942 1.40512 0.814
C 0.91572 1.78028 0.35584 -0.528
O 0.08919 0.83896 1.12983 -0.133
O -0.51904 -0.13492 -1.76522 -0.418
H 0.18436 -2.11746 0.94442 0.258
H 0.77481 -1.93881 2.63037 0.379
H -2.06492 -1.42949 -1.56671 0.194
H -1.94683 -0.52885 -3.17445 0.275
H 0.31180 1.93031 -0.67274 0.285
H 1.93694 1.43242 0.21686 0.361
H 0.93810 2.64404 0.89862 0.295


14
Properties=species:S:1:pos:R:3:mulliken_charge:R:1 method="wB97M-V/def2-TZVPD" lumo_energy_ev=3.12 e_homo_ev=-2.275 gap_ev=5.4 total_charge=-1
C -2.69225 -2.18923 -1.02286 0.682
C 1.45536 1.58970 0.07290 -1.345
C -0.23743 -0.06478 0.68771 -1.226
C 1.20675 0.08393 0.23168 0.161
O -2.99283 -1.41954 -1.82014 -0.334
O -2.43257 -2.77455 -0.06853 -0.361
S 1.44776 -0.62858 -1.50222 -0.684
H 2.27070 1.95057 -0.64379 0.280
H 0.61965 1.94058 -0.40446 0.380
H 1.46890 2.00651 1.10754 0.311
H -0.81206 0.50564 0.09003 0.452
H -0.58198 0.39240 1.65944 0.348
H -0.72214 -1.11767 0.76966 0.112
H 2.00213 -0.27498 0.84304 0.224


14
Properties=species:S:1:pos:R:3:mulliken_charge:R:1 method="wB97M-V/def2-TZVPD" lumo_energy_ev="0.71 / -4.10" multiplicity=2 e_homo_ev="-8.567 / -8.481" gap_ev="9.3 / 4.4"
O 2.22060 1.47764 0.34281 -0.250
C 1.72501 1.50324 1.51018 0.298
O 0.79085 0.91494 1.99737 -0.432
H 2.31565 2.18065 2.17944 0.332
C -1.10624 -1.70753 0.27103 -0.961
C -1.09675 -0.86190 -0.95906 -0.185
C -0.32534 0.21771 -1.03542 0.438
O -0.19510 1.00623 -2.15191 -0.506
H -0.95683 -2.76075 0.02009 0.305
H -0.30176 -1.44120 0.95201 0.259
H -2.05793 -1.63923 0.80265 0.258
H -1.80516 -1.06543 -1.75366 0.327
H 0.25039 0.58407 -0.19116 -0.217
H 0.54261 1.59156 -1.98440 0.335


15
Properties=species:S:1:pos:R:3:mulliken_charge:R:1 method="wB97M-V/def2-TZVPD" lumo_energy_ev=6.96 e_homo_ev=1.333 gap_ev=5.6 total_charge=-2
C -0.71423 -0.04157 -1.23953 -0.557
C -0.47528 -0.71672 1.23431 -0.333
C -1.16729 0.56230 1.71339 -0.736
C 0.97422 -0.36196 1.20226 -0.805
O 0.58468 0.72458 -1.37184 -0.477
O 1.44470 -1.72865 -2.23228 -0.749
O 0.57542 -0.00713 -3.87182 -0.762
P 0.50350 -0.58445 -2.51550 0.730
H -1.43165 0.59862 -1.78849 0.094
H -1.81835 0.95245 0.92059 0.217
H -1.97331 0.31906 2.52671 0.282
H -0.48490 1.39130 1.97587 0.177
H 0.97644 0.02604 0.22990 0.249
H 1.68646 -1.35132 1.21840 0.159
H 1.31958 0.21744 1.99803 0.509


Quick rundown of relative energy (zero: lowest compared OMol25 entry of this formula, charge and spin), same order as above: 77.1; 32.9; 131.3; 8.8; 49.8; 32.1; 171.7; 102.5; 4.4; 72.5; 21.4; 16.8; 149.5 kcal per mole